[1]
Density functional theory data (ωB97M-V/def2-TZVPD) for the molecule C18H29N3O2S.

## Properties
Energy above the lowest of the compared OMol25 structures with the same formula, charge and spin in kcal per mole: 17.89
SMILES: CCOC(=O)C1(CC2CC2)CCN(Cc2cnc(N(C)C)s2)CC1
Highest occupied orbital energy in hartree: -0.2787

CARTESIAN COORDINATES (ANGSTROEM)
1 C 0.133 5.208 -2.420
2 C -0.719 4.339 -1.508
3 H -1.783 4.482 -1.714
4 H -0.507 4.572 -0.460
5 O -0.485 2.947 -1.725
6 C 0.501 2.375 -1.033
7 O 1.220 2.979 -0.277
8 C 0.625 0.876 -1.287
9 C -0.587 0.290 -2.021
10 C -1.840 0.278 -1.132
11 N -1.659 -0.385 0.143
12 C -0.546 0.207 0.858
13 C 0.774 0.184 0.079
14 H 1.542 0.697 0.660
15 H 1.095 -0.849 -0.072
16 H -0.426 -0.316 1.809
17 H -0.817 1.244 1.079
18 C -1.606 -1.837 0.047
19 C -1.649 -2.460 1.400
20 C -2.659 -2.472 2.303
21 N -2.422 -3.107 3.479
22 C -1.231 -3.606 3.522
23 N -0.744 -4.348 4.537
24 C 0.647 -4.713 4.582
25 H 0.991 -4.982 3.583
26 H 1.274 -3.896 4.958
27 H 0.762 -5.575 5.238
28 C -1.468 -4.375 5.785
29 H -1.026 -3.688 6.515
30 H -1.447 -5.387 6.194
31 H -2.495 -4.079 5.592
32 S -0.269 -3.304 2.068
33 H -3.620 -2.016 2.150
34 H -0.716 -2.210 -0.485
35 H -2.491 -2.150 -0.518
36 H -2.662 -0.209 -1.663
37 H -2.139 1.308 -0.919
38 H -0.804 0.867 -2.919
39 H -0.347 -0.732 -2.322
40 C 1.929 0.658 -2.088
41 C 1.990 1.399 -3.403
42 C 2.609 2.762 -3.467
43 C 3.326 1.587 -4.060
44 H 3.389 1.511 -5.135
45 H 4.199 1.214 -3.548
46 H 2.184 3.493 -4.138
47 H 2.999 3.182 -2.552
48 H 1.152 1.210 -4.061
49 H 2.766 0.978 -1.463
50 H 2.039 -0.415 -2.273
51 H 1.185 5.074 -2.184
52 H -0.035 4.939 -3.460
53 H -0.131 6.252 -2.276


[2]
Density functional theory data (ωB97M-V/def2-TZVPD) for the ion C18H29N4O4 with charge +1 in a non-equilibrium geometry.

## Properties
Charge: +1
Energy above the lowest of the compared OMol25 structures with the same formula, charge and spin in kcal per mole: 0.00
SMILES: CNC(=O)[C@@H](Cc1ccc(O)cc1)NC(=O)[C@@H](CCCC[NH3+])NC(C)=O
Highest occupied orbital energy in hartree: -0.4220

CARTESIAN COORDINATES (ANGSTROEM)
1 O -2.556 0.936 -0.906
2 O 1.242 -0.263 1.141
3 O 1.555 1.423 -3.230
4 O -3.525 -2.792 0.813
5 C -2.080 1.472 -1.903
6 C 2.340 -0.580 0.742
7 C 1.512 0.889 -2.122
8 C -1.980 -2.122 -0.846
9 C -1.184 -3.352 1.090
10 C -0.696 -2.027 -1.381
11 C 0.119 -3.268 0.543
12 C -2.249 -2.751 0.379
13 C 0.382 -2.517 -0.629
14 N 3.371 -0.750 1.561
15 N 2.438 -0.055 -1.801
16 N -0.771 1.602 -2.140
17 C -3.006 1.871 -3.052
18 C 3.459 -0.411 3.005
19 C -0.332 3.090 0.630
20 C -0.447 2.386 2.037
21 C 1.796 -2.366 -1.112
22 C 0.662 2.455 -0.369
23 C -1.649 1.447 2.268
24 C 2.572 -1.069 -0.727
25 C 0.300 1.275 -1.233
26 N -1.489 0.244 1.471
27 H -3.707 -3.660 1.144
28 H -2.818 -1.718 -1.368
29 H -1.489 -3.979 1.949
30 H -0.560 -1.514 -2.306
31 H 0.891 -3.745 1.098
32 H 4.198 -1.066 1.107
33 H 3.117 -0.148 -2.514
34 H -0.507 1.969 -3.038
35 H -2.658 2.727 -3.556
36 H -3.022 1.052 -3.804
37 H -3.996 1.991 -2.645
38 H 4.504 -0.219 3.246
39 H 3.066 -1.153 3.644
40 H 2.888 0.516 3.159
41 H -1.300 3.190 0.154
42 H -0.087 4.167 0.783
43 H 0.482 1.885 2.252
44 H -0.572 3.150 2.792
45 H 1.776 -2.558 -2.194
46 H 2.351 -3.216 -0.768
47 H 0.967 3.223 -1.118
48 H 1.555 2.151 0.147
49 H -2.560 1.951 1.963
50 H -1.670 1.244 3.356
51 H 3.632 -1.290 -0.776
52 H 0.088 0.388 -0.681
53 H -2.138 -0.478 1.735
54 H -0.543 -0.105 1.505
55 H -1.671 0.478 0.505


[3]
Density functional theory data (ωB97M-V/def2-TZVPD) for a structure of composition C18H29N7O5SV in a non-equilibrium geometry.

## Properties
Charge: +1
Energy above the lowest of the compared OMol25 structures with the same formula, charge and spin in kcal per mole: 4.51
Expectation value of S²: 2.0133
Highest occupied orbital energy (spin up / spin down) in hartree: -0.3553 / -0.3596
Spin multiplicity: 3

CARTESIAN COORDINATES (ANGSTROEM)
1 V -0.723 -0.341 -0.079
2 C 3.682 0.552 3.681
3 N 2.497 0.927 2.917
4 C 1.792 2.123 3.367
5 C 1.952 0.175 1.949
6 O 0.881 0.485 1.424
7 C 2.718 -1.074 1.508
8 O 2.057 -1.707 0.450
9 C 2.653 -1.642 -0.815
10 C 1.675 -1.041 -1.808
11 O 0.540 -0.709 -1.424
12 N 2.028 -0.893 -3.069
13 C 1.077 -0.371 -4.055
14 C 3.306 -1.353 -3.607
15 H 4.397 1.374 3.679
16 H 4.172 -0.322 3.267
17 H 3.416 0.333 4.716
18 H 2.527 2.885 3.622
19 H 1.186 1.909 4.250
20 H 1.148 2.486 2.575
21 H 2.773 -1.776 2.340
22 H 3.740 -0.800 1.237
23 H 2.917 -2.648 -1.147
24 H 3.562 -1.036 -0.806
25 H 0.193 0.007 -3.559
26 H 0.794 -1.165 -4.746
27 H 1.550 0.435 -4.613
28 H 4.014 -1.593 -2.822
29 H 3.737 -0.566 -4.223
30 H 3.157 -2.238 -4.227
31 N -3.268 -3.903 -0.212
32 C -2.521 -2.783 -0.426
33 S -0.871 -2.800 0.156
34 N -3.139 -1.810 -1.027
35 N -2.367 -0.633 -1.146
36 C -2.927 0.237 -1.905
37 C -2.460 1.577 -2.181
38 C -3.186 2.345 -3.106
39 C -2.813 3.630 -3.414
40 C -1.684 4.170 -2.786
41 C -0.966 3.441 -1.862
42 C -1.348 2.136 -1.531
43 O -0.663 1.469 -0.612
44 H -2.782 -4.752 0.015
45 H -4.135 -3.977 -0.717
46 H -3.853 -0.086 -2.374
47 H -4.057 1.901 -3.579
48 H -3.383 4.216 -4.122
49 H -1.370 5.179 -3.026
50 H -0.099 3.856 -1.364
51 C -0.758 -1.600 3.736
52 N -1.866 -0.652 3.706
53 C -2.309 -0.063 2.593
54 N -3.411 0.700 2.652
55 O -1.723 -0.189 1.497
56 H -0.102 -1.368 4.574
57 H -0.210 -1.526 2.804
58 H -1.120 -2.621 3.826
59 H -2.463 -0.607 4.515
60 H -3.874 0.915 3.516
61 H -3.689 1.187 1.818


[4]
Density functional theory data (ωB97M-V/def2-TZVPD) for the molecule C18H29NO2.

## Properties
Energy above the lowest of the compared OMol25 structures with the same formula, charge and spin in kcal per mole: 24.77
SMILES: CC[C@H](C)c1ccccc1OCCOCCN1CCCC1
Highest occupied orbital energy in hartree: -0.3079

CARTESIAN COORDINATES (ANGSTROEM)
1 C -1.893 -2.927 4.097
2 C -0.803 -3.443 3.166
3 H 0.116 -2.881 3.329
4 H -0.601 -4.493 3.392
5 C -1.207 -3.331 1.690
6 C -1.487 -1.901 1.294
7 C -2.759 -1.550 0.870
8 C -3.078 -0.256 0.495
9 C -2.102 0.720 0.544
10 C -0.822 0.401 0.961
11 C -0.503 -0.898 1.337
12 O 0.746 -1.270 1.769
13 C 1.788 -0.328 1.781
14 C 2.283 0.058 0.374
15 O 2.221 1.460 0.240
16 C 2.983 1.993 -0.819
17 C 2.416 1.761 -2.226
18 N 1.364 2.696 -2.541
19 C 0.148 2.525 -1.762
20 H 0.299 2.921 -0.759
21 C -0.936 3.282 -2.543
22 H -1.839 2.679 -2.626
23 H -1.198 4.216 -2.050
24 C -0.307 3.547 -3.921
25 H -0.010 4.591 -4.006
26 H -0.982 3.311 -4.741
27 C 0.935 2.661 -3.927
28 H 1.727 3.042 -4.575
29 H 0.679 1.636 -4.252
30 H -0.121 1.458 -1.676
31 H 3.225 1.922 -2.944
32 H 2.080 0.710 -2.322
33 H 4.003 1.583 -0.773
34 H 3.022 3.069 -0.632
35 H 1.647 -0.443 -0.371
36 H 3.317 -0.283 0.221
37 H 1.501 0.587 2.312
38 H 2.586 -0.819 2.344
39 H -0.071 1.173 0.980
40 H -2.326 1.736 0.254
41 H -4.079 -0.016 0.169
42 H -3.523 -2.314 0.834
43 C -0.144 -3.957 0.783
44 H 0.811 -3.459 0.919
45 H -0.440 -3.870 -0.260
46 H -0.023 -5.012 1.021
47 H -2.137 -3.895 1.556
48 H -2.097 -1.877 3.901
49 H -1.588 -3.031 5.136
50 H -2.817 -3.485 3.954


[5]
Density functional theory data (ωB97M-V/def2-TZVPD) for the molecule C18H29NO2 in a non-equilibrium geometry.

## Properties
Energy above the lowest of the compared OMol25 structures with the same formula, charge and spin in kcal per mole: 472.88
SMILES: Cc1ccc(C)c(OC[C@@H](O)CN2CCC(C)CC2)c1C
Highest occupied orbital energy in hartree: -0.2427

CARTESIAN COORDINATES (ANGSTROEM)
1 C -4.779 -1.721 -1.566
2 C -3.835 -1.208 -0.529
3 C -3.517 -1.931 0.518
4 C -2.902 -1.570 1.594
5 C -2.439 -0.421 1.470
6 C -2.763 0.477 0.557
7 C -3.620 -0.005 -0.367
8 C -4.004 1.077 -1.742
9 H -5.099 0.941 -1.898
10 H -3.788 2.046 -1.336
11 H -3.518 1.068 -2.540
12 O -2.285 1.944 0.417
13 C -1.278 2.034 -0.642
14 C 0.184 1.941 -0.166
15 O 0.473 2.286 0.963
16 H -0.379 2.141 1.757
17 C 0.451 0.174 -0.349
18 N 1.746 -0.172 -0.241
19 C 2.776 0.559 -1.379
20 C 3.927 -0.323 -1.259
21 C 4.603 -0.373 -0.106
22 C 5.800 -1.120 0.119
23 H 6.399 -1.085 0.992
24 H 6.555 -0.788 -0.604
25 H 5.678 -2.078 -0.525
26 C 3.739 -0.856 1.017
27 C 2.387 -0.232 0.998
28 H 1.697 -0.292 1.686
29 H 2.524 0.955 1.403
30 H 4.131 -0.875 2.096
31 H 3.417 -1.807 0.754
32 H 4.889 0.639 0.111
33 H 4.648 0.081 -2.121
34 H 3.684 -1.524 -1.674
35 H 2.133 0.360 -2.281
36 H 2.973 1.703 -1.049
37 H -0.132 -0.221 0.166
38 H 0.038 0.085 -1.128
39 H 0.793 2.451 -0.877
40 H -1.693 1.895 -1.389
41 H -1.307 3.228 -0.440
42 C -1.844 0.352 3.046
43 H -0.727 0.209 2.662
44 H -1.965 -0.470 3.711
45 H -2.099 1.369 2.945
46 H -2.610 -2.241 2.459
47 H -3.945 -3.152 0.595
48 H -4.229 -1.669 -2.574
49 H -4.947 -2.702 -1.652
50 H -5.942 -1.179 -1.603


[6]
Density functional theory data (ωB97M-V/def2-TZVPD) for a structure of composition C18H30AsN2NaO3S4.

## Properties
Charge: -2
Energy above the lowest of the compared OMol25 structures with the same formula, charge and spin in kcal per mole: 2.69
Highest occupied orbital energy in hartree: 0.0041

CARTESIAN COORDINATES (ANGSTROEM)
1 Na -0.354 -0.417 0.268
2 C 0.866 -1.036 -2.953
3 C 1.185 -2.477 -2.544
4 C 0.782 -3.458 -3.645
5 C 0.545 -2.813 -1.211
6 C -0.831 -3.016 -1.091
7 C -1.416 -3.249 0.145
8 C -0.648 -3.298 1.311
9 C -1.306 -3.476 2.647
10 C 0.721 -3.091 1.190
11 C 1.308 -2.855 -0.050
12 H 1.349 -0.784 -3.902
13 H 1.216 -0.339 -2.190
14 H -0.210 -0.888 -3.084
15 H 2.268 -2.555 -2.403
16 H -0.285 -3.384 -3.865
17 H 0.994 -4.490 -3.356
18 H 1.322 -3.239 -4.569
19 H -1.465 -2.947 -1.969
20 H -2.492 -3.344 0.221
21 H -1.884 -2.574 2.873
22 H -0.567 -3.620 3.434
23 H -1.988 -4.330 2.634
24 H 1.330 -3.063 2.086
25 H 2.370 -2.644 -0.106
26 C 3.664 0.716 2.173
27 N 2.879 1.717 1.472
28 C 2.850 3.048 2.076
29 C 1.969 1.331 0.572
30 O 1.933 0.195 0.079
31 C 0.949 2.383 0.166
32 O -0.117 1.754 -0.535
33 C -0.472 2.315 -1.773
34 C -1.882 1.833 -2.094
35 O -2.066 1.116 -3.081
36 N -2.852 2.212 -1.247
37 C -2.642 3.000 -0.033
38 C -4.140 1.549 -1.303
39 H 3.280 0.629 3.194
40 H 4.715 1.017 2.193
41 H 3.565 -0.236 1.660
42 H 3.810 3.207 2.568
43 H 2.057 3.139 2.822
44 H 2.730 3.813 1.307
45 H 1.438 3.131 -0.470
46 H 0.527 2.875 1.058
47 H 0.187 1.970 -2.575
48 H -0.437 3.410 -1.729
49 H -1.758 3.626 -0.092
50 H -2.541 2.353 0.841
51 H -3.510 3.651 0.101
52 H -4.184 0.917 -2.184
53 H -4.938 2.297 -1.344
54 H -4.262 0.947 -0.398
55 S -0.683 3.830 2.900
56 As -0.770 2.077 4.221
57 S -0.787 0.089 2.870
58 S -2.587 -0.172 1.780
59 S 1.265 1.645 4.934


[7]
Density functional theory data (ωB97M-V/def2-TZVPD) for the ion C18H30BF10N2O7P2S3 with charge +1 in a non-equilibrium geometry.

## Properties
Charge: +1
Energy above the lowest of the compared OMol25 structures with the same formula, charge and spin in kcal per mole: 0.00
SMILES: CC[C@@H](F)[C@@]1(F)[C@@](S)(CCCCOC=O)[C@]([PH2]=N)(B(O)OC)[C@@](COC)([PH2]=S)[N@@+]1(C(F)(F)C(F)(F)C(F)(F)F)S(=O)(=O)F
Highest occupied orbital energy in hartree: -0.4125

CARTESIAN COORDINATES (ANGSTROEM)
1 C 3.931 -2.668 -0.730
2 C 2.763 -2.246 0.205
3 C 1.985 -1.129 -0.544
4 F 2.017 -1.420 -1.885
5 C 0.586 -0.722 0.068
6 F 0.723 -1.376 1.283
7 C 0.509 0.803 0.619
8 S 1.669 0.802 2.124
9 C 0.964 2.080 -0.094
10 C 2.449 2.359 -0.414
11 C 2.467 3.718 -1.181
12 C 2.326 3.447 -2.673
13 O 2.610 4.642 -3.412
14 C 1.687 4.820 -4.417
15 O 1.136 5.881 -4.570
16 C -1.068 0.883 1.028
17 P -1.945 2.463 0.366
18 N -2.055 2.655 -1.199
19 B -0.882 1.331 2.587
20 O -1.016 0.598 3.746
21 O -0.637 2.654 2.802
22 C -0.054 3.019 4.055
23 C -1.710 -0.554 0.617
24 C -2.109 -1.281 1.923
25 O -2.833 -2.474 1.773
26 C -2.771 -3.220 2.988
27 P -3.524 -0.107 0.050
28 S -4.793 -1.520 -0.339
29 N -0.768 -1.290 -0.385
30 C -0.798 -2.810 -0.455
31 F 0.339 -3.252 -1.038
32 F -0.615 -3.364 0.750
33 C -1.952 -3.632 -1.134
34 F -2.766 -4.194 -0.242
35 F -2.735 -3.018 -2.019
36 C -1.402 -4.909 -1.924
37 F -0.752 -5.754 -1.138
38 F -2.530 -5.540 -2.297
39 F -0.778 -4.593 -3.047
40 S -0.852 -0.687 -2.130
41 O -2.150 -0.235 -2.426
42 O -0.409 -1.729 -2.956
43 F 0.151 0.470 -2.262
44 H 4.427 -1.823 -1.194
45 H 3.551 -3.386 -1.447
46 H 4.639 -3.218 -0.116
47 H 3.240 -1.857 1.095
48 H 2.178 -3.144 0.353
49 H 2.667 -0.288 -0.442
50 H 2.892 0.682 1.586
51 H 0.707 2.908 0.562
52 H 0.451 2.324 -1.020
53 H 2.876 1.655 -1.125
54 H 3.069 2.527 0.457
55 H 3.444 4.177 -1.061
56 H 1.666 4.373 -0.853
57 H 3.013 2.665 -3.004
58 H 1.311 3.099 -2.885
59 H 1.487 3.954 -5.065
60 H -1.221 3.586 0.792
61 H -3.174 2.606 1.045
62 H -1.629 1.873 -1.673
63 H -0.397 -0.133 3.829
64 H -0.770 3.050 4.867
65 H 0.294 4.044 3.940
66 H 0.824 2.440 4.316
67 H -2.781 -0.621 2.476
68 H -1.254 -1.521 2.549
69 H -3.548 -3.972 2.967
70 H -2.936 -2.538 3.824
71 H -1.792 -3.695 3.082
72 H -4.037 0.614 1.144
73 H -3.600 0.718 -1.072


[8]
Density functional theory data (ωB97M-V/def2-TZVPD) for a cluster of 13 separate species, C18H30Cl36N2O3P in total in a non-equilibrium geometry.

## Properties
Charge: +1
Highest occupied orbital energy in hartree: -0.4484

CARTESIAN COORDINATES (ANGSTROEM)
1 C 4.176 -2.220 0.762
2 C 2.700 -2.092 1.493
3 O 1.776 -3.205 1.168
4 P 1.157 -3.062 -0.464
5 O 1.808 -4.265 -1.318
6 C -0.773 -3.270 -0.549
7 C -1.508 -3.102 0.912
8 N -2.751 -2.240 0.903
9 N -2.560 -0.936 0.474
10 O 1.705 -1.590 -1.287
11 C 0.684 -0.516 -1.076
12 C 1.377 0.996 -0.983
13 H 4.543 -3.342 0.667
14 H 4.943 -1.618 1.447
15 H 4.212 -1.689 -0.305
16 H 2.885 -2.127 2.672
17 H 2.257 -1.038 1.245
18 H -0.955 -4.390 -0.916
19 H -1.275 -2.581 -1.351
20 H -0.751 -2.761 1.748
21 H -1.870 -4.196 1.223
22 H -3.531 -2.705 0.386
23 H -3.072 -2.172 1.916
24 H -1.733 -0.477 0.914
25 H -2.574 -0.842 -0.565
26 H -0.088 -0.594 -1.953
27 H 0.222 -0.717 -0.020
28 H 2.238 1.017 -0.177
29 H 1.693 1.390 -2.038
30 H 0.525 1.719 -0.574
31 C -0.651 -0.938 -5.077
32 Cl -0.718 -2.080 -3.723
33 Cl -2.219 -0.857 -5.900
34 Cl -0.161 0.668 -4.513
35 H 0.094 -1.295 -5.792
36 C 1.354 3.348 -7.463
37 Cl 3.090 3.111 -7.194
38 Cl 0.504 1.794 -7.442
39 Cl 0.680 4.443 -6.244
40 H 1.217 3.803 -8.448
41 C -2.248 1.015 3.757
42 Cl -3.715 1.033 2.762
43 Cl -0.870 0.410 2.823
44 Cl -1.907 2.635 4.390
45 H -2.414 0.343 4.602
46 C -2.959 -5.434 4.147
47 Cl -3.450 -3.950 3.313
48 Cl -4.378 -6.400 4.585
49 Cl -1.851 -6.378 3.137
50 H -2.435 -5.156 5.065
51 C -4.953 5.039 2.066
52 Cl -4.195 5.671 0.594
53 Cl -3.732 4.342 3.144
54 Cl -5.859 6.315 2.896
55 H -5.652 4.249 1.781
56 C -8.236 6.166 6.456
57 Cl -7.749 7.761 5.858
58 Cl -9.024 5.234 5.172
59 Cl -6.836 5.287 7.093
60 H -8.953 6.307 7.269
61 C 5.753 -6.124 2.309
62 Cl 4.222 -5.318 1.927
63 Cl 6.819 -6.137 0.894
64 Cl 6.547 -5.332 3.680
65 H 5.537 -7.159 2.587
66 C -1.316 -4.348 8.179
67 Cl -1.807 -3.774 6.577
68 Cl -1.316 -3.014 9.346
69 Cl -2.383 -5.653 8.726
70 H -0.299 -4.743 8.107
71 C 1.463 3.907 3.679
72 Cl 1.603 2.379 4.566
73 Cl 2.298 5.208 4.545
74 Cl 2.110 3.736 2.039
75 H 0.404 4.167 3.606
76 C 4.916 2.205 -10.589
77 Cl 6.060 3.373 -11.272
78 Cl 3.330 2.956 -10.346
79 Cl 4.777 0.784 -11.639
80 H 5.295 1.879 -9.617
81 C 6.899 3.286 -5.694
82 Cl 7.386 4.881 -6.292
83 Cl 6.110 2.354 -6.978
84 Cl 8.299 2.406 -5.057
85 H 6.182 3.427 -4.881
86 C -3.331 2.206 -2.367
87 Cl -2.742 1.889 -0.726
88 Cl -2.267 3.354 -3.198
89 Cl -3.456 0.696 -3.286
90 H -4.327 2.649 -2.296